{"formula": "C5H10N4O2", "method": "the ωB97M-V functional and the def2-TZVPD basis", "homo_lumo_gap_ev": 8.745, "e_lumo_ha": -0.020, "energy_ha": -565.62618, "species": ["C", "C", "C", "C", "C", "H", "H", "H", "H", "H", "H", "H", "H", "H", "H", "N", "N", "N", "N", "O", "O"], "coordinates": [[-0.8051, -0.3781, 1.3505], [-0.5758, -1.5481, 0.2551], [0.0153, -0.7172, -0.9669], [1.2376, 1.2154, 0.1235], [-0.2164, 1.5858, -0.1515], [-1.8133, -0.6694, 1.8806], [0.0782, -0.2577, 1.9765], [-1.6806, -2.0034, -0.3604], [-0.0139, -2.4018, 0.5696], [-0.8107, 0.3481, -1.1314], [0.3153, -1.2664, -2.0953], [1.9926, 1.4356, 1.1393], [1.8758, 1.9955, -0.5177], [-0.1674, 1.6309, -1.1819], [-0.2962, 2.5682, 0.1454], [-2.3366, 0.5627, -0.4556], [-1.2447, 0.7579, 0.4535], [1.3127, -0.0681, -0.3265], [2.3852, -0.8330, -0.2895], [-3.0308, -0.4755, -0.2166], [3.2521, -0.1824, 0.2463]], "atomic_forces_ev_per_a": [[-4.02, -2.24, -2.32], [-3.05, 0.89, -3.98], [0.99, 0.06, -1.72], [3.28, 3.96, 1.43], [1.44, 1.46, 3.38], [2.32, 0.61, -0.41], [-0.41, 0.67, -0.13], [3.35, 1.14, 2.68], [0.51, -0.22, 0.22], [3.30, -5.82, -1.79], [-0.85, 1.38, 3.80], [-3.07, -1.08, -1.99], [-1.19, -1.58, 0.69], [-0.82, 0.19, -2.24], [-0.67, 2.40, 0.94], [-0.76, -3.37, 2.95], [-1.60, 0.40, 1.52], [-2.62, -4.26, -3.44], [-0.83, 1.34, 0.58], [2.09, 4.43, -0.58], [2.60, -0.36, 0.40]]}